Entry 1:
The following is a DFT calculation (ωB97M-V with the def2-TZVPD basis set) of 14 unconnected molecules or ions with the total composition C34H90N6O14S8 in a non-equilibrium geometry.

Element x y z (Å)
C  -2.83229  -2.35422  -3.50184
O  -3.02375  2.02821  -3.59915
H  -3.01621  -1.75875  3.52747
S  5.13609  -0.31427  -4.36714
H  -1.39199  -0.61255  -5.78359
H  -2.28324  -1.00730  -1.33733
H  2.35813  -2.38311  -4.74791
N  -5.17060  2.30798  -2.85919
H  -3.32540  -2.71297  1.98674
H  4.68282  3.12191  0.73529
C  4.47522  -1.55235  3.78333
C  1.00604  -5.20914  -3.83861
C  0.85077  -0.34414  -7.15635
S  3.43843  2.70056  2.70833
H  -0.84963  5.12476  2.49284
H  0.75789  1.26543  -2.30915
H  -1.72796  0.85714  -4.83233
H  -5.99731  2.21719  1.68233
O  -0.49775  2.43894  0.03018
H  3.99787  -4.29247  -4.11708
C  1.67732  -2.75089  -3.91224
C  -3.26181  -4.19838  -1.89001
H  -2.57051  4.46515  1.18936
H  0.67273  -2.62638  -4.25429
H  1.35683  -6.25794  -3.80490
S  -4.28979  0.38792  1.70437
H  1.89685  1.00449  0.11621
O  -0.16286  -5.01600  -4.15103
H  5.43910  -1.98641  4.08387
H  4.62157  1.67249  -5.52317
C  -1.88944  4.82331  -1.70823
H  3.84560  -2.27135  1.20504
H  -6.50077  3.60923  -3.69464
O  -3.83519  0.70811  0.30909
N  1.95162  -4.17757  -3.65015
C  -2.85768  -2.68719  2.95597
C  -2.86436  0.75408  2.78423
H  1.40336  -7.02657  -0.47331
H  -2.04756  3.78011  -2.01006
C  1.47445  -0.28873  5.33569
H  -0.03244  -3.49976  0.16112
C  -5.51562  3.14876  -3.96294
C  -5.14095  1.90886  2.26857
H  -7.03241  1.87460  -2.14455
H  -1.99393  0.11999  2.57836
H  -1.93620  0.79939  -6.56899
C  1.09549  0.23095  0.21958
H  -1.07996  -4.45838  4.71128
S  -0.50922  0.95051  -0.33475
H  -2.67401  -4.85256  -2.54874
H  1.31260  -4.45109  -0.58275
C  4.15639  2.87415  4.44235
H  0.36763  1.03714  3.45443
N  3.59449  -2.59553  3.28666
O  -0.91963  2.16080  4.43291
H  1.95210  -0.12292  4.37327
H  -2.57517  1.78000  2.48544
C  3.30211  -4.51441  -3.31157
H  5.84498  3.00917  2.10367
H  -4.31923  -4.36283  -2.07051
H  -3.78225  -2.54600  -3.97445
H  -0.00516  -7.97033  0.14959
C  0.04388  1.41758  4.39347
H  3.33048  -5.56574  -3.21500
H  2.19301  -0.27956  6.14969
H  -2.02244  -2.71236  -4.17362
C  -6.08740  2.18285  -1.76911
S  -1.04697  -2.89148  2.94773
C  -1.30366  0.46633  -5.73858
O  0.21694  -5.60942  1.78317
H  4.01334  -0.18501  -2.17732
O  3.47810  1.25971  2.33538
H  1.84648  5.27548  0.91948
H  -0.25158  -0.20790  -2.46204
N  1.23629  5.50664  2.82007
H  -1.08581  -2.63752  5.24015
H  4.60453  -3.67171  1.84952
H  0.76475  6.40166  4.66141
C  1.49657  5.79344  4.18635
H  3.38500  2.73161  5.15804
H  5.01335  2.20769  4.50556
H  1.21870  -0.68703  -0.38959
O  1.19091  0.68438  -4.74517
H  -5.53288  1.81487  3.22646
H  -3.43516  3.42575  0.01265
H  -0.68143  0.33638  7.00121
H  2.86213  -3.66126  1.66254
H  4.46689  3.93544  4.44123
H  0.08503  3.77573  3.16445
N  0.54257  0.80039  5.45211
C  0.24421  -4.33559  -0.46244
H  -0.09573  -7.17550  -1.47573
H  -1.15160  4.93738  -0.87219
H  -2.72207  -1.24189  -3.43121
H  0.79555  1.29926  7.54223
H  -4.40031  2.68809  2.16730
H  3.52717  0.27929  -5.87447
C  0.02247  1.13637  6.78436
H  -3.35130  -3.54557  3.45191
O  2.86722  -3.12773  5.36764
H  -1.05791  1.33139  -2.63980
H  1.86334  -2.17403  -2.99781
N  -2.85835  -2.85715  -2.12086
H  -2.99543  -4.42485  -0.85499
C  -3.46055  4.36183  0.56683
C  2.91211  -3.34781  4.15742
C  -3.90766  1.91620  -2.73759
H  2.87988  -0.00334  -3.50517
H  0.98038  -1.26572  5.32268
H  4.65346  -0.81191  2.99667
H  -0.68151  1.99439  6.63175
H  -4.38924  4.57701  1.06746
C  -0.67319  -3.41742  4.65417
S  -0.43516  -5.73118  0.44617
H  -6.23163  3.14170  -1.22164
H  3.67360  -4.05578  -2.37844
C  -0.25348  0.81720  -2.12432
H  -5.60428  2.65301  -4.92152
S  0.40504  1.02871  -5.97467
H  1.61242  4.88143  4.75649
C  0.31799  -7.09346  -0.43656
H  0.40606  -3.40205  4.64309
H  1.92687  -0.47751  -7.27292
H  0.24243  4.24726  1.47356
S  -3.40043  5.55905  -0.89667
H  4.04628  -1.20681  4.74992
H  -3.74028  1.52080  -1.68091
C  4.52583  0.65594  -5.83018
H  4.99641  0.39078  -6.75623
C  -2.44538  -2.08912  -1.09397
H  3.77439  1.41086  -2.83121
C  0.12469  4.64568  2.48656
H  -0.27392  -4.26760  -1.40878
C  2.22039  5.63189  1.88077
C  3.83704  0.34945  -3.15383
H  2.49317  6.26811  4.14473
H  -3.07118  0.69200  3.85769
O  4.75105  -1.72933  -4.65594
O  -2.26449  -2.49986  0.05266
H  2.44844  -4.19562  3.66515
H  0.96165  0.06338  1.27635
H  0.45235  -0.17196  -8.16590
C  4.92176  3.43835  1.73605
O  -0.43053  -1.56508  2.74984
H  -4.77349  3.93467  -4.16283
H  0.49206  -1.27681  -6.75699
H  -1.58639  5.38050  -2.59021
H  4.84726  4.52461  1.79844
O  3.33596  6.12068  2.12127
C  3.71981  -3.02027  1.94724
O  -4.64025  5.30315  -1.67472
H  -5.68079  1.46481  -1.05254

Values from the calculation:
Charge   0

---

Entry 2:
The following is a DFT calculation (ωB97M-V with the def2-TZVPD basis set) of 9 unconnected molecules or ions with the total composition C34H92N6O11 in a non-equilibrium geometry.

Element x y z (Å)
H  18.71634  -4.16866  -24.87913
H  3.23559  -3.55880  -13.94706
H  8.16968  -2.80968  -12.47240
H  2.76186  8.18596  -16.86733
H  13.69573  7.57709  -21.18259
C  8.22595  1.04815  -16.47280
C  11.24734  4.82708  -13.22541
H  6.12600  -1.48677  -10.47343
H  10.20367  4.51424  -13.19392
H  8.04105  -0.60667  -24.90624
C  11.15484  7.14199  -20.70348
H  3.26443  3.56670  -15.93263
C  8.58162  2.04757  -17.58601
C  17.99834  -3.44408  -24.49501
C  3.20070  5.39954  -17.19809
H  3.62782  -6.18831  -14.41426
H  7.68377  2.50373  -18.00299
C  7.98347  -1.62954  -10.87112
H  1.35867  2.45768  -15.01644
H  13.53111  7.27789  -13.99640
H  10.21692  9.84587  -13.97954
H  14.93435  9.62331  -21.78383
H  1.21220  1.54135  -16.39730
C  7.40333  -1.16787  -25.58923
H  11.60310  4.79558  -14.25524
O  9.22547  1.35869  -18.56239
C  7.88535  -3.54308  -25.92613
H  -3.28545  0.93538  -16.83088
H  8.68929  -3.63171  -11.03076
O  -1.34128  1.73485  -16.58884
H  5.03655  0.92117  -21.37605
H  -0.96446  3.53452  -15.87178
H  17.78231  -2.24293  -26.99210
H  15.14994  -1.77157  -25.71201
C  14.24938  -1.31003  -23.46871
H  2.38310  -4.25812  -22.35746
H  -3.20383  2.61783  -16.76174
N  7.67139  -5.17587  -24.15409
H  10.42872  7.06956  -19.89378
C  3.17962  -4.61941  -21.70697
C  8.68450  -4.51790  -25.02004
C  1.98877  7.43137  -16.72231
H  16.36399  -3.06048  -27.39939
H  16.39519  -0.95364  -25.00489
C  4.55647  -1.12038  -21.22283
C  16.78066  -3.12491  -25.44798
H  11.57378  6.13670  -20.65890
H  9.22899  -3.87467  -24.32875
H  7.27947  -6.51279  -22.67502
H  10.58661  7.11020  -21.63310
H  3.87182  -3.42512  -16.37338
C  4.25954  0.24963  -21.74125
C  8.17867  -6.13739  -23.16350
H  16.05586  -3.92551  -25.30036
H  15.04752  10.68139  -19.74804
O  11.94847  8.36139  -20.47177
H  3.04576  -5.00984  -16.60200
O  4.02056  -3.60161  -21.36085
C  13.95105  9.73328  -21.32653
C  2.56719  4.33933  -16.25667
O  11.42907  6.13992  -12.75614
H  8.17274  -1.75532  -9.80508
C  0.90103  2.50927  -16.00436
H  7.78587  -0.97864  -26.59220
H  17.57703  -3.88661  -23.59236
H  9.34023  -6.36839  -21.35046
H  4.03818  5.93681  -16.75303
H  -0.75875  2.24043  -14.70884
O  15.32380  -2.15501  -23.78649
H  2.24889  4.94118  -15.40546
H  9.12384  0.55192  -16.10449
H  9.96312  -4.04646  -19.78066
H  1.82723  7.02247  -15.72491
H  -2.86584  1.81485  -15.24899
H  11.82381  4.03372  -12.74963
H  12.56050  8.25727  -22.37764
H  13.62517  -1.14576  -24.34705
H  3.78180  -5.32643  -22.27760
H  3.55459  4.82519  -18.05423
N  1.44112  3.63072  -16.82116
H  4.26608  0.15399  -22.82703
H  7.09131  -4.42354  -23.81115
C  14.08961  10.19448  -19.93086
C  -2.73801  1.73279  -16.32835
C  10.97842  9.42242  -14.63447
O  7.33301  -2.48792  -25.09375
H  1.04257  7.86363  -17.04783
O  8.47364  -4.51870  -21.32412
H  8.91609  -5.40620  -19.56527
H  2.70571  -5.13589  -20.87225
O  3.95644  -5.29162  -14.31663
H  6.41680  -0.70455  -25.60349
H  8.68982  -6.94248  -23.69137
H  9.30294  2.81417  -17.30291
H  8.29772  -3.80403  -19.41175
O  6.78447  -0.91561  -10.87567
N  17.20339  -3.05602  -26.83771
H  13.30115  10.84407  -19.55076
H  3.47656  -2.30727  -22.82843
N  5.91876  -1.42749  -21.60824
H  9.83621  7.24284  -13.48352
H  6.12985  -2.38148  -21.35237
C  10.88506  7.05057  -13.70945
H  13.54705  -1.64310  -22.70457
H  10.88569  6.72192  -14.74872
C  15.97237  -1.95815  -25.02143
H  4.61899  -0.94054  -20.14959
H  0.62904  4.22969  -16.86441
C  7.91546  -2.97310  -11.42513
H  10.07947  -5.22595  -22.44100
H  18.58723  -2.55513  -24.26901
H  10.51227  9.23177  -15.60113
H  6.04366  -1.31529  -22.60419
C  13.02257  8.40592  -21.40169
H  14.57544  -0.32278  -23.14143
H  9.29386  -5.26570  -25.52755
H  7.56491  0.24330  -16.79427
H  7.01325  -3.50572  -11.12441
C  11.71957  8.26726  -13.86670
H  7.73347  1.54790  -15.63864
C  8.96552  -4.41595  -20.01812
H  8.64970  0.70869  -18.97177
H  2.09972  -3.63590  -16.58449
H  8.82559  -1.06348  -11.26926
H  8.56185  -3.22338  -26.71875
H  2.61622  -2.13321  -21.31668
O  2.19926  6.30500  -17.55882
H  13.00628  7.84192  -15.47367
C  2.89690  -4.37382  -14.58668
N  13.02046  8.00479  -14.47699
C  -0.59588  2.51588  -15.75081
C  9.12259  -5.53874  -22.02308
C  3.60845  -2.26849  -21.74713
H  12.94281  10.28083  -22.93957
H  1.92593  -4.65898  -14.18174
H  14.11115  9.40021  -19.18470
C  3.00285  -4.03274  -16.12083
H  7.12241  -4.08852  -26.48158
H  12.47688  10.87487  -21.56140
H  3.31667  0.64533  -21.36372
H  11.61664  10.29827  -14.75136
N  13.30738  10.74894  -22.12222
H  11.80854  8.63324  -12.84384

Values from the calculation:
Charge   0
SMILES   COC[C@H](C)N.COC[C@H](C)N.COC[C@H](C)N.COC[C@H](C)N.COCCNCCOC.COCCNCCOC.CCO.CCO.CCO

---

Table of DFT total energy (hartree), in record order: -5916.57029; -2506.38252
Table of HOMO level (eV), in record order: -8.137; -8.315